ORCA calculation (ωB97M-V/def2-TZVPD) on a cluster of 2 separate species, C2H5NOS in total.

Structure (XYZ):
```
10
C2H5NOS | the Open Molecules 2025 dataset | ωB97M-V/def2-TZVPD
S -4.20629 0.33035 0.06633
O -2.93103 -1.02010 0.25762
N -0.66901 -0.47254 -0.34927
C 1.55165 0.47865 0.51766
C 0.37531 -0.09962 -0.04463
H 2.31437 0.39068 -0.31990
H 1.61725 -0.23243 1.42288
H 1.54533 1.49749 0.81415
H -3.33367 -1.66720 -0.33030
H -2.10013 -0.49377 -0.13717
```

ΔE to the lowest compared entry with this formula, charge and spin	360.8	kJ/mol
HOMO level	-7.33	eV
E_tot	-16524.6424	eV
F_max	0.05951	hartree/bohr